[1]
Density functional theory data (wB97M-V/def2-TZVPD) for a molecular structure, C25H70AgN5O8 at a distorted geometry.

Output
HOMO-LUMO gap (alpha / beta) ... 7.988 / 5.359 eV
HOMO level (alpha / beta) ... -11.08 / -11.08 eV
Total charge ... +1
2S+1 ... 2
Expectation value of S² ... 0.75

Last column: Löwdin spin population.
Atoms and positions in Å:
Ag (1.014, 2.812, 1.266)  0.0433
C (-0.796, -0.201, 0.999)  0.0828
O (-0.704, 1.212, 0.953)  0.7736
H (-1.791, -0.533, 0.704)  0.0349
H (-0.002, -0.746, 0.488)  -0.0017
H (-0.868, -0.515, 2.040)  0.0352
C (3.411, -0.226, -0.264)  -0.0001
C (3.820, 1.208, -0.599)  -0.0001
C (4.645, 1.624, -1.832)  -0.0001
O (4.659, 3.065, -1.747)  0.0000
C (5.983, 3.630, -1.908)  0.0000
N (2.685, 2.080, -0.557)  -0.0012
H (2.646, -0.286, 0.510)  -0.0001
H (4.239, -0.848, 0.077)  0.0000
H (2.989, -0.686, -1.158)  0.0000
H (4.366, 1.627, 0.246)  0.0000
H (4.142, 1.342, -2.758)  0.0000
H (5.637, 1.179, -1.755)  0.0000
H (6.303, 3.755, -2.942)  0.0000
H (6.721, 3.118, -1.290)  0.0000
H (5.744, 4.619, -1.517)  0.0000
H (2.025, 1.661, -1.198)  0.0000
H (3.074, 2.832, -1.107)  0.0000
C (0.457, 1.515, -4.419)  0.0002
C (-0.367, 0.844, -3.360)  0.0003
C (-0.282, -0.671, -3.439)  0.0001
O (-0.686, -1.052, -4.789)  0.0000
C (-0.840, -2.473, -4.845)  0.0000
N (0.281, 1.197, -2.156)  0.0030
H (0.350, 2.598, -4.353)  0.0000
H (0.237, 1.251, -5.453)  0.0001
H (1.519, 1.277, -4.366)  0.0000
H (-1.438, 1.033, -3.300)  0.0001
H (-0.881, -1.102, -2.636)  0.0001
H (0.718, -1.063, -3.253)  0.0000
H (0.038, -3.097, -4.678)  0.0000
H (-1.216, -2.633, -5.856)  0.0000
H (-1.558, -2.843, -4.113)  0.0000
H (0.133, 2.184, -1.997)  -0.0001
H (-0.102, 0.702, -1.363)  -0.0001
C (0.758, 0.495, 4.070)  0.0012
C (1.948, 1.531, 3.859)  -0.0002
C (3.143, 1.274, 4.750)  0.0005
O (4.267, 2.141, 4.406)  0.0000
C (5.308, 2.234, 5.497)  0.0000
N (2.393, 1.468, 2.469)  0.0157
H (0.774, 0.296, 5.141)  0.0000
H (0.777, -0.416, 3.471)  0.0007
H (-0.205, 0.927, 3.799)  0.0002
H (1.530, 2.526, 4.011)  -0.0001
H (3.491, 0.247, 4.635)  0.0000
H (2.837, 1.632, 5.733)  0.0001
H (5.057, 2.727, 6.436)  0.0000
H (6.216, 2.768, 5.216)  0.0000
H (5.675, 1.223, 5.675)  0.0000
H (3.366, 1.738, 2.491)  0.0004
H (2.577, 0.502, 2.241)  -0.0001
C (-3.243, -3.360, -0.346)  0.0009
C (-2.736, -4.746, 0.004)  0.0001
C (-2.128, -4.874, 1.452)  0.0000
O (-1.079, -5.813, 1.525)  0.0000
C (-0.616, -6.026, 2.841)  0.0000
N (-3.656, -5.816, -0.204)  0.0001
H (-3.453, -3.319, -1.415)  0.0000
H (-2.468, -2.595, -0.386)  0.0007
H (-4.189, -3.140, 0.149)  0.0000
H (-1.807, -4.833, -0.560)  0.0000
H (-2.887, -5.173, 2.175)  0.0000
H (-1.633, -3.924, 1.651)  0.0000
H (0.080, -5.225, 3.091)  0.0000
H (-0.046, -6.946, 2.966)  0.0000
H (-1.388, -6.222, 3.586)  0.0000
H (-3.951, -5.871, -1.168)  0.0000
H (-3.297, -6.710, 0.098)  0.0000
C (-3.566, 1.604, -1.276)  0.0005
C (-2.916, 3.057, -1.113)  0.0005
C (-3.613, 4.245, -1.745)  0.0002
O (-2.800, 5.462, -1.642)  0.0001
C (-2.670, 6.108, -2.939)  0.0000
N (-2.750, 3.415, 0.252)  0.0090
H (-2.869, 0.871, -0.869)  0.0010
H (-3.785, 1.298, -2.299)  -0.0001
H (-4.476, 1.523, -0.682)  0.0001
H (-1.930, 2.934, -1.561)  0.0001
H (-4.587, 4.457, -1.305)  0.0000
H (-3.859, 4.073, -2.793)  0.0000
H (-3.628, 6.203, -3.450)  0.0000
H (-2.034, 5.589, -3.656)  0.0000
H (-2.200, 7.060, -2.693)  0.0000
H (-2.268, 2.724, 0.809)  -0.0004
H (-3.702, 3.306, 0.569)  0.0001
C (-4.254, -0.814, 2.986)  0.0002
C (-4.320, 0.613, 3.319)  -0.0001
O (-3.035, 1.203, 3.097)  -0.0008
H (-5.263, -1.194, 3.143)  0.0000
H (-3.690, -1.585, 3.511)  0.0000
H (-4.107, -0.861, 1.907)  0.0002
H (-4.698, 0.850, 4.314)  0.0000
H (-5.042, 0.969, 2.584)  0.0000
H (-2.677, 0.796, 2.304)  -0.0009
C (0.831, -3.200, -0.804)  -0.0001
C (1.677, -3.563, -2.103)  0.0000
O (2.955, -3.946, -1.559)  0.0000
H (1.286, -2.423, -0.190)  -0.0001
H (0.751, -4.101, -0.195)  0.0000
H (-0.207, -2.949, -1.020)  0.0000
H (1.649, -2.682, -2.743)  0.0000
H (1.186, -4.356, -2.668)  0.0000
H (2.893, -4.800, -1.125)  0.0000


[2]
Density functional theory data (wB97M-V/def2-TZVPD) for a molecular structure, C25H70AlN5O8 at a distorted geometry.

Output
HOMO-LUMO gap ... 2.874 eV
HOMO level ... -13.53 eV
Total charge ... +2
2S+1 ... 1

Last column: Mulliken charge in e.
Atoms and positions in Å:
Al (-2.074, -2.056, -0.614)  1.4388
C (1.154, 0.833, -0.674)  -0.7823
O (0.225, -0.168, -0.404)  -0.1288
H (1.345, 1.097, -1.714)  0.1276
H (0.946, 1.721, -0.078)  0.1104
H (2.150, 0.528, -0.353)  0.2560
C (3.139, -2.116, -4.626)  -1.5651
C (2.706, -0.774, -4.080)  1.4033
C (3.569, 0.487, -4.409)  -0.9368
O (4.847, 0.365, -3.722)  -0.3800
C (4.808, 1.010, -2.468)  -0.5517
N (1.259, -0.479, -4.377)  -0.6932
H (2.647, -3.029, -4.292)  0.3779
H (4.112, -2.476, -4.291)  0.4314
H (3.180, -2.211, -5.711)  0.3505
H (2.761, -0.786, -2.992)  -0.4283
H (2.941, 1.365, -4.263)  0.4077
H (3.797, 0.496, -5.475)  0.3712
H (4.364, 2.003, -2.405)  0.3267
H (5.828, 1.134, -2.103)  0.3907
H (4.218, 0.451, -1.741)  0.0392
H (0.908, 0.210, -3.727)  0.1683
H (0.855, -1.348, -4.057)  0.3142
C (-1.624, -2.500, 4.556)  -1.4580
C (-2.219, -2.040, 3.275)  0.1792
C (-2.022, -0.548, 3.019)  -0.8086
O (-2.267, -0.206, 1.686)  0.3979
C (-2.000, 1.186, 1.522)  0.4842
N (-1.600, -2.851, 2.268)  0.2489
H (-0.554, -2.291, 4.584)  0.2454
H (-1.648, -3.585, 4.654)  0.4217
H (-1.970, -1.994, 5.457)  0.4185
H (-3.280, -2.279, 3.350)  0.4189
H (-0.959, -0.350, 3.157)  0.0940
H (-2.648, 0.029, 3.700)  0.4300
H (-0.988, 1.472, 1.806)  -1.0666
H (-2.687, 1.860, 2.033)  0.5533
H (-1.967, 1.310, 0.439)  -0.5788
H (-0.604, -2.689, 2.296)  -0.3301
H (-1.570, -3.834, 2.495)  0.4235
C (-2.360, 1.856, -3.690)  -1.8243
C (-2.629, 0.898, -2.624)  0.8254
C (-3.958, 1.200, -1.861)  -0.9288
O (-3.938, 0.217, -0.769)  -0.0177
C (-4.837, 0.586, 0.326)  -0.9722
N (-2.466, -0.325, -3.297)  -0.2211
H (-1.342, 1.730, -4.060)  0.3769
H (-2.588, 2.819, -3.232)  0.4437
H (-3.027, 1.552, -4.496)  0.5087
H (-1.749, 1.109, -2.016)  -0.4155
H (-4.835, 0.910, -2.440)  0.4090
H (-4.024, 2.206, -1.447)  0.5078
H (-5.788, 0.782, -0.169)  0.4322
H (-4.550, 1.487, 0.867)  0.3286
H (-4.959, -0.164, 1.108)  0.2352
H (-1.761, -0.283, -4.019)  0.3007
H (-3.347, -0.576, -3.722)  0.3259
C (0.970, 4.877, 3.922)  -1.5643
C (1.188, 4.089, 2.596)  1.3458
C (2.604, 4.323, 2.022)  -1.0235
O (2.897, 3.371, 0.985)  -0.1603
C (4.292, 3.394, 0.690)  -0.5351
N (1.025, 2.748, 3.028)  -0.7058
H (1.621, 4.664, 4.770)  0.3613
H (-0.019, 4.861, 4.382)  0.3707
H (1.152, 5.938, 3.755)  0.4043
H (0.440, 4.289, 1.829)  -0.3381
H (3.351, 4.231, 2.809)  0.4590
H (2.624, 5.337, 1.623)  0.4338
H (4.635, 4.335, 0.260)  0.3671
H (4.487, 2.793, -0.198)  -0.1463
H (4.998, 3.153, 1.485)  0.3861
H (0.072, 2.465, 2.849)  0.4347
H (1.525, 2.272, 2.292)  0.2093
C (-2.321, -7.193, 0.651)  -1.5793
C (-1.927, -5.770, 0.513)  0.7904
C (-0.493, -5.518, -0.087)  -0.9253
O (-0.111, -4.154, -0.168)  0.0482
C (1.211, -3.751, -0.654)  -0.5325
N (-2.953, -5.018, -0.226)  -0.3402
H (-2.068, -7.766, -0.241)  0.3954
H (-3.366, -7.310, 0.939)  0.4205
H (-1.786, -7.675, 1.469)  0.4121
H (-1.888, -5.302, 1.496)  -0.4477
H (-0.530, -5.929, -1.096)  0.4014
H (0.244, -6.065, 0.500)  0.4490
H (2.072, -4.166, -0.131)  0.2978
H (1.322, -2.670, -0.744)  -0.0811
H (1.271, -3.996, -1.715)  0.4355
H (-3.843, -5.071, 0.249)  0.2869
H (-3.075, -5.594, -1.047)  0.2777
C (3.221, -2.159, 2.151)  -1.1879
C (2.076, -1.669, 2.992)  -0.2483
O (0.950, -1.609, 2.042)  0.3114
H (3.393, -1.648, 1.204)  0.1784
H (3.092, -3.192, 1.830)  0.2384
H (4.134, -2.127, 2.746)  0.4306
H (2.223, -0.753, 3.565)  0.4054
H (1.874, -2.460, 3.715)  0.3056
H (1.001, -1.004, 1.299)  -0.5274
C (-1.030, 6.273, -0.777)  -1.3634
C (-1.390, 4.781, -1.028)  0.4531
O (-2.540, 4.647, -0.255)  -0.5574
H (-0.269, 6.559, -1.503)  0.3828
H (-0.756, 6.562, 0.237)  0.3149
H (-1.820, 7.016, -0.889)  0.3817
H (-0.705, 3.952, -0.846)  -0.1477
H (-1.663, 4.702, -2.080)  0.2721
H (-2.329, 4.989, 0.617)  0.3148


no.,DFT total energy (eV)
1,-54875.4215
2,-57461.6830